87
Properties=species:S:1:pos:R:3:mulliken_spin:R:1 method="wB97M-V/def2-TZVPD" multiplicity=4 e_homo_ev="-8.35 / -8.41" s_squared=3.79 energy_ev=-115764.2924 relative_energy_kj_mol=0.0 homo_lumo_gap_ev="8.788 / 8.879" charge=0
C 2.4455 -2.3708 -7.1411 0.0034
C 1.8193 -1.5349 -8.2241 -0.0003
H 2.3224 -3.4441 -7.3406 -0.0001
H 1.9974 -2.1218 -6.1706 -0.0021
H 3.5308 -2.1915 -7.0580 0.0002
C 1.6282 -1.9913 -9.4705 0.0001
C 2.0819 -3.3321 -9.9444 0.0000
H 1.1692 -1.3614 -10.2362 0.0000
H 1.8030 -4.1406 -9.2477 0.0000
H 3.1766 -3.3706 -10.0822 0.0000
H 1.6341 -3.5326 -10.9298 0.0000
Cr 0.4751 -0.0182 -0.9058 3.0654
Cl 2.1802 1.1978 -0.1544 0.0049
Cl 1.5151 -0.6485 -2.7278 -0.0190
C -0.0753 2.6126 -2.0004 0.0094
O -0.6268 1.5768 -1.5465 -0.0204
N -0.7402 3.6028 -2.6055 0.0064
C -2.1914 3.5326 -2.7847 -0.0001
C -0.0068 4.6579 -3.2959 -0.0012
H 1.0094 2.7567 -1.9248 -0.0014
H -2.6422 3.0474 -1.9142 0.0004
H -2.4522 2.9822 -3.7015 -0.0002
H -2.5749 4.5510 -2.8842 0.0001
H 0.9805 4.7591 -2.8323 0.0002
H -0.5397 5.6074 -3.2238 0.0001
H 0.1287 4.4380 -4.3635 0.0004
H -0.0383 -4.6240 -0.7124 0.0002
H -0.4027 -3.1439 -3.4104 0.0014
C -1.1221 -4.4448 -0.7886 0.0011
C -1.4101 -3.3111 -2.9964 0.0020
N -1.4180 -3.2306 -1.5321 -0.0017
H -1.5313 -4.3499 0.2230 0.0002
C -1.3335 -2.0503 -0.8991 -0.0114
O -1.2975 -0.9256 -1.4652 -0.0031
H -2.1038 -2.5734 -3.4125 -0.0019
H -1.2816 -2.1194 0.1955 0.0051
H -1.5923 -5.2905 -1.2976 0.0000
H -1.7436 -4.3197 -3.2576 0.0010
O 0.4160 -0.3359 -6.7680 0.0004
C 1.4059 -0.1377 -7.7756 -0.0004
C -0.2333 0.5904 -9.5694 -0.0001
C 0.9827 0.7882 -8.9200 -0.0001
H -0.8984 -0.1942 -9.1922 0.0000
C -0.5427 1.3293 -10.7230 0.0000
H 2.2899 0.2865 -7.2771 -0.0001
C 1.8419 1.8131 -9.3570 0.0001
H -1.5253 1.1981 -11.1825 0.0000
C 0.3984 2.2120 -11.2650 0.0000
C 1.5917 2.4703 -10.5760 0.0000
H 2.7292 2.0325 -8.7556 0.0000
H 0.1948 2.7192 -12.2129 0.0000
H 2.3133 3.1954 -10.9686 0.0000
Si -0.8090 0.6163 -6.1198 -0.0014
Cl 1.2619 -2.0142 0.1211 -0.0242
C -2.4503 0.1270 -6.8914 0.0000
C -0.4446 2.4196 -6.4208 0.0001
C -0.8794 0.0502 -4.3761 -0.0075
H -2.5407 0.4153 -7.9475 0.0000
H -3.2431 0.6326 -6.3157 -0.0001
H -2.5994 -0.9585 -6.7897 0.0001
H -0.7593 -1.0366 -4.3065 0.0051
H -1.7568 0.3586 -3.7960 -0.0018
H 0.0209 0.4594 -3.8935 0.0019
H -0.3794 2.6568 -7.4924 0.0000
H 0.4994 2.7333 -5.9569 0.0001
H -1.2509 3.0317 -5.9926 0.0000
C -3.4427 0.9142 1.6300 -0.0001
N -2.4224 0.8414 2.6455 0.0004
C -2.8940 1.0456 3.9936 0.0001
C -1.8981 0.5452 5.0013 0.0000
C -0.5237 1.0437 4.6190 -0.0002
N -0.2043 0.5866 3.2838 0.0012
C 1.1770 0.2712 2.9908 -0.0028
C -1.1164 0.6033 2.2741 0.0045
O -0.8103 0.4225 1.0722 -0.0120
H -3.0586 0.5363 0.6770 0.0005
H -3.7896 1.9519 1.5077 -0.0001
H -4.3111 0.3214 1.9503 0.0000
H -3.0889 2.1161 4.1709 -0.0001
H -3.8645 0.5341 4.0636 -0.0001
H -1.8966 -0.5491 5.0252 0.0000
H -2.1605 0.9021 5.9982 0.0000
H 0.2533 0.6559 5.2768 -0.0001
H -0.4985 2.1435 4.6852 0.0001
H 1.6672 1.1229 2.4834 -0.0003
H 1.6733 0.0466 3.9477 -0.0019
H 1.2196 -0.6043 2.3171 -0.0001